206
Properties=species:S:1:pos:R:3 method="wB97M-V/def2-TZVPD" gap_ha="0.1914 / 0.1799" s_squared=0.756 total_charge=+1 multiplicity=2 lumo_energy_ev="-4.28 / -4.61"
Be -0.3966 0.9623 -4.1922
C -0.0071 -3.0210 -7.7002
C -0.4866 -2.5765 -6.3211
C -0.8953 -3.9139 -5.5696
C 0.2949 -4.6631 -4.9836
C 1.3474 -3.7728 -4.2673
C 1.7639 -2.4786 -5.0344
N 0.5140 -1.7435 -5.5522
O 0.7370 -0.4410 -6.1126
C 2.8356 -2.8001 -6.0830
C 2.4662 -1.5888 -3.9674
C -1.8498 -1.8031 -6.4343
H 0.6528 -3.8815 -7.5897
H 0.5560 -2.2251 -8.1878
H -0.8089 -3.2010 -8.4164
H -1.4898 -4.5916 -6.1823
H -1.5451 -3.6651 -4.7305
H 0.7394 -5.2056 -5.8179
H -0.0542 -5.5282 -4.4198
H 2.2440 -4.3739 -4.1158
H 0.8391 -3.4390 -3.3627
H 3.1636 -1.9016 -6.6056
H 2.5719 -3.5512 -6.8276
H 3.7302 -3.2142 -5.6179
H 3.1371 -2.1735 -3.3381
H 1.7536 -1.1694 -3.2572
H 2.9488 -0.6786 -4.3234
H -1.8334 -0.9583 -7.1228
H -2.2052 -1.4689 -5.4595
H -2.6394 -2.4460 -6.8234
C 2.2632 -0.4528 -0.0637
C 0.8113 -0.4148 0.4107
C 0.9918 -0.3692 1.9742
C -0.2848 -0.0404 2.7256
C -0.9488 1.2853 2.1666
C -1.1505 1.3505 0.6411
N 0.1111 0.8691 -0.0433
O 0.2254 1.2221 -1.4802
C -1.4030 2.8233 0.3344
C -2.3908 0.5073 0.2681
C 0.1276 -1.7103 -0.0400
H 2.3329 -0.7283 -1.1160
H 2.8189 -1.2902 0.3584
H 2.7802 0.5067 -0.0505
H 1.8524 0.1748 2.3633
H 1.1508 -1.4096 2.2577
H -0.0089 0.1601 3.7608
H -0.9894 -0.8715 2.6940
H -0.2858 2.1126 2.4201
H -1.8778 1.4598 2.7093
H -2.1928 3.2180 0.9737
H -1.6076 2.9010 -0.7334
H -0.5033 3.3614 0.6327
H -2.3888 -0.4951 0.6963
H -2.5763 0.4421 -0.8040
H -3.2701 1.0509 0.6137
H 0.3777 -1.8722 -1.0885
H -0.9499 -1.8397 0.0624
H 0.5490 -2.5482 0.5152
C -7.9261 -0.0004 0.9451
C -6.7153 -0.8442 0.4827
O -6.5253 -1.9271 1.4352
H -8.4220 0.6599 0.2336
H -7.6741 0.7209 1.7224
H -8.6457 -0.7011 1.3685
H -5.8611 -0.1707 0.5520
H -6.7238 -1.1798 -0.5543
H -5.8325 -2.4746 1.0586
C 0.2300 -0.6728 6.9665
C 0.0788 -1.9401 6.1710
O -1.2052 -2.4913 6.3470
H 0.2560 -0.8965 8.0330
H -0.5498 -0.0128 6.5864
H 1.1373 -0.1151 6.7345
H 0.7944 -2.7395 6.3633
H 0.1820 -1.7517 5.1024
H -1.1556 -3.3950 6.0269
C 0.5276 -7.0415 -0.5446
C 0.3780 -5.5754 -1.1093
O 1.6417 -5.0101 -1.3182
H -0.3610 -7.3680 -0.0043
H 1.4202 -7.1607 0.0695
H 0.6414 -7.6815 -1.4196
H -0.3509 -4.9598 -0.5822
H -0.1191 -5.6405 -2.0772
H 1.5583 -4.1982 -1.8237
C 4.6588 -0.8210 2.9075
C 5.5892 0.1813 2.2247
O 6.4147 0.8223 3.1179
H 3.9579 -0.2557 3.5217
H 5.2560 -1.5245 3.4876
H 4.0985 -1.2862 2.0965
H 4.9457 0.9381 1.7759
H 6.2191 -0.2490 1.4462
H 6.7024 1.5769 2.5989
C 3.0707 3.7470 -5.0551
C 3.0791 2.2442 -4.6128
O 1.8982 2.0205 -3.8023
H 2.8927 4.4316 -4.2258
H 2.2512 3.8263 -5.7694
H 3.9293 4.0579 -5.6503
H 3.9004 1.9709 -3.9504
H 3.1735 1.6635 -5.5304
H 2.0495 2.2336 -2.8786
C 4.7403 -4.3825 2.4542
C 4.2061 -4.3016 1.0321
O 3.4361 -5.4167 0.8366
H 5.0624 -5.3734 2.7744
H 3.9456 -3.9894 3.0883
H 5.6462 -3.8298 2.7033
H 4.9884 -4.3548 0.2749
H 3.5323 -3.4875 0.7652
H 2.7600 -5.2641 0.1723
O -1.0190 3.3390 -3.3204
H -1.3656 4.2138 -3.4963
H -0.8247 3.3419 -2.3831
O -2.9955 1.1333 -4.0440
H -3.7150 0.7723 -3.5262
H -3.4252 1.5792 -4.7739
O -1.2284 -0.9922 -2.8532
H -1.8963 -1.6776 -2.8318
H -0.9584 -0.8917 -1.9404
C 1.7596 5.0126 -0.4477
C 2.9766 4.1626 -0.1586
C 3.0291 3.5569 1.2430
O 2.7486 3.0619 -1.0541
H 2.0191 5.9784 -0.0141
H 0.8282 4.8007 0.0775
H 1.4191 5.1416 -1.4750
H 3.8892 4.6637 -0.4812
H 2.6194 4.2238 2.0016
H 4.0772 3.3910 1.4921
H 2.5773 2.5700 1.3430
H 1.9648 2.5562 -0.8272
C -1.3949 7.5573 0.0898
C -2.6431 7.6638 0.9462
C -3.3370 6.3605 1.0539
O -2.3651 8.1821 2.2539
H -1.5061 7.4362 -0.9878
H -0.7404 6.7536 0.4272
H -0.9409 8.5430 0.1919
H -3.3774 8.3716 0.5614
H -4.2408 6.4172 1.6605
H -2.7051 5.6116 1.5312
H -3.6225 5.9512 0.0848
H -1.8607 7.5265 2.7410
C -1.3194 -4.6858 3.5069
C -0.3379 -5.5777 4.3191
C 1.0963 -5.2607 4.0331
O -0.5943 -5.2813 5.6680
H -2.3290 -4.9564 3.8162
H -1.2278 -4.8434 2.4323
H -1.1721 -3.6190 3.6754
H -0.6164 -6.6313 4.2976
H 1.2294 -5.3623 2.9560
H 1.7833 -5.9806 4.4779
H 1.2394 -4.2219 4.3307
H 0.0298 -5.8074 6.1732
C 6.1315 -3.5218 -2.4745
C 6.1018 -2.0689 -2.9779
C 5.5027 -1.1497 -1.9062
O 7.4810 -1.7702 -3.1641
H 6.7112 -3.6425 -1.5593
H 6.5146 -4.2437 -3.1958
H 5.1028 -3.8295 -2.2865
H 5.6005 -2.0207 -3.9446
H 5.2880 -0.1572 -2.3022
H 6.2658 -0.9977 -1.1429
H 4.6255 -1.6025 -1.4439
H 7.9894 -2.3737 -2.6174
C -5.6126 3.3308 0.1844
C -5.7803 3.4004 -1.2968
C -4.4515 3.4003 -2.1227
O -6.6169 2.3545 -1.7105
H -5.1160 4.1721 0.6678
H -4.9653 2.5076 0.4870
H -6.5760 3.1937 0.6755
H -6.3310 4.3068 -1.5483
H -3.8479 4.2923 -1.9554
H -4.6361 3.1918 -3.1765
H -3.7255 2.6287 -1.8664
H -7.2490 2.6883 -2.3512
C -3.9714 -0.7525 3.9852
C -4.1415 0.6329 4.5800
C -4.7962 1.5069 3.5221
O -4.7900 0.5905 5.7872
H -3.6206 -0.6995 2.9545
H -4.9130 -1.2848 4.1196
H -3.2039 -1.2045 4.6135
H -3.1179 0.9799 4.7213
H -4.6817 2.5540 3.8021
H -5.8694 1.3473 3.4168
H -4.2646 1.2988 2.5936
H -4.1754 0.1998 6.4127
C 0.8586 5.3291 4.9104
C -0.1695 5.1052 3.8228
C -1.2512 4.0598 4.1689
O -0.7030 6.3793 3.6672
H 0.3824 5.8209 5.7586
H 1.6586 5.9954 4.5877
H 1.2757 4.3793 5.2451
H 0.3928 4.8331 2.9296
H -1.7469 4.3383 5.0988
H -0.9341 3.0244 4.2932
H -2.0666 4.1056 3.4470
H -0.9160 6.7868 4.5099

***

21
Properties=species:S:1:pos:R:3 method="wB97M-V/def2-TZVPD" relative_energy_kcal_mol=58.1 gap_ha=0.3629 lumo_energy_ev=0.85
C -1.9473 0.7003 -0.5481
C -1.0450 0.7048 -1.8103
C -0.3215 -0.2057 0.8797
C 0.8163 -0.2009 -0.1578
C 0.2186 0.1179 2.2701
C 1.9624 -1.0901 0.1046
O 1.1199 -0.4379 -2.7753
O -1.2459 0.7696 0.6247
S 0.0729 -0.7196 -1.7879
H -2.8394 1.3821 -0.4300
H -2.5519 -0.2622 -0.5662
H -1.5928 0.6836 -2.7850
H -0.5722 1.7142 -1.8937
H -0.9015 -1.2015 0.7517
H 0.9574 0.9309 -0.2632
H 0.9320 0.9821 2.1621
H 0.6853 -0.7033 2.8321
H -0.5632 0.6806 2.8012
H 2.6223 -0.5354 0.8442
H 2.5809 -1.2559 -0.7821
H 1.6126 -2.0536 0.5291

***

18
Properties=species:S:1:pos:R:3 method="wB97M-V/def2-TZVPD" relative_energy_kcal_mol=80.1 gap_ha="0.2914 / 0.3045" s_squared=2.041 multiplicity=3 lumo_energy_ev="0.16 / -1.75"
C 2.8546 1.1852 -0.3159
C 1.4692 1.3028 -0.4550
C 3.1194 0.0000 0.3597
C 1.0168 0.0233 0.0154
C -1.8607 0.5673 -0.2707
C -0.2115 -0.5280 0.0226
C -3.1520 0.2072 0.3889
N -0.5109 -1.8936 0.2396
O 0.5244 -2.6298 0.1150
O -1.6623 -2.3481 0.2110
O 1.9852 -0.6844 0.5122
H 3.6519 1.8433 -0.6767
H 0.8936 2.0078 -1.0521
H 3.9321 -0.5904 0.7752
H -1.9026 1.1325 -1.2470
H -3.8380 0.9961 -0.0827
H -2.9479 0.2057 1.4753
H -3.3614 -0.7970 -0.0149

***

12
Properties=species:S:1:pos:R:3 method="wB97M-V/def2-TZVPD" relative_energy_kcal_mol=153.2 gap_ha=0.3560 lumo_energy_ev=-0.85
C -0.8540 -0.6679 -0.9233
C 0.0456 -0.2115 0.0949
N 1.0631 0.7700 -0.2268
O 0.9730 1.4150 -1.1881
O 1.9605 0.8548 0.6075
O 0.5478 -1.1337 0.8793
O -0.9585 1.0625 1.1579
H -1.5454 -1.4863 -0.6497
H -1.5308 0.0926 -1.4672
H -0.2470 -1.1405 -1.8033
H 1.2845 -0.6422 1.4346
H -0.7387 1.0872 2.0842

***

10
Properties=species:S:1:pos:R:3 method="wB97M-V/def2-TZVPD" relative_energy_kcal_mol=18.1 gap_ha=0.3524 lumo_energy_ev=0.41
C -0.2914 0.5643 -0.7697
N 4.2151 -0.7320 -0.5715
N 3.5741 0.0202 -0.0765
N 1.5577 -0.0624 0.4723
N 0.9331 -0.1203 -0.5805
O -1.0223 0.4668 0.4651
H -0.0989 1.5718 -0.9199
H -0.8494 0.1433 -1.6242
H 1.2227 0.7393 1.0593
H -0.9822 -0.3987 0.7618

***

65
Properties=species:S:1:pos:R:3 method="wB97M-V/def2-TZVPD" smiles="Cn1c2ccccc2c2c(C(=O)NCCCN3CCCC3=O)cn(C3CCCCC3)c(=O)c21" relative_energy_kcal_mol=0.0 gap_ha=0.2990 lumo_energy_ev=0.59
C -0.3274 -4.0942 0.6797
N 0.3343 -2.9841 0.0513
C 1.6598 -2.9533 -0.2761
C 2.6381 -3.9211 -0.0665
C 3.9204 -3.6371 -0.4807
C 4.2309 -2.4247 -1.1030
C 3.2703 -1.4623 -1.3196
C 1.9652 -1.7130 -0.8952
C 0.7403 -0.9773 -0.9270
C -0.2310 -1.7965 -0.3396
C -1.6046 -1.4138 -0.1603
O -2.4659 -2.1029 0.3822
N -1.8949 -0.1508 -0.6617
C -0.9486 0.6624 -1.2017
C 0.3625 0.3256 -1.3517
C 1.3389 1.3191 -1.8818
O 2.2633 1.0410 -2.6240
N 1.0843 2.5853 -1.4674
H 0.4588 2.7091 -0.6788
C 2.0871 3.6166 -1.5698
C 2.7468 3.8723 -0.2103
H 3.4904 4.6614 -0.3336
H 1.9958 4.2171 0.4998
C 3.4565 2.6363 0.3451
N 2.6563 1.6874 1.1026
C 1.3858 1.7458 1.5318
O 0.5456 2.5837 1.2496
C 1.1323 0.5680 2.4580
H 0.1943 0.0808 2.1947
C 2.3513 -0.3350 2.3003
H 2.7019 -0.7309 3.2514
H 2.1230 -1.1741 1.6458
C 3.4000 0.5666 1.6441
H 3.9345 0.0524 0.8397
H 4.1384 0.9319 2.3702
H 1.0310 0.9584 3.4727
H 3.9168 2.0845 -0.4842
H 4.2647 2.9658 1.0131
H 2.8266 3.2819 -2.3022
H 1.6207 4.5391 -1.9295
H -1.3057 1.6245 -1.5365
C -3.2644 0.3570 -0.5627
C -3.6883 0.5344 0.8968
C -5.0827 1.1498 0.9545
C -6.0833 0.2735 0.2070
C -5.6499 0.0865 -1.2439
C -4.2587 -0.5358 -1.3067
H -4.2747 -1.5198 -0.8394
H -3.9388 -0.6513 -2.3453
H -6.3607 -0.5566 -1.7659
H -5.6422 1.0558 -1.7497
H -6.1393 -0.7024 0.6929
H -7.0758 0.7271 0.2436
H -5.3892 1.2610 1.9961
H -5.0626 2.1456 0.5041
H -3.6947 -0.4395 1.3857
H -2.9666 1.1765 1.4080
H -3.2673 1.3432 -1.0413
H 3.5026 -0.5428 -1.8311
H 5.2463 -2.2482 -1.4262
H 4.7014 -4.3682 -0.3315
H 2.3985 -4.8634 0.4022
H -1.3728 -3.8331 0.8300
H -0.2616 -4.9825 0.0472
H 0.1358 -4.3128 1.6449

***

53
Properties=species:S:1:pos:R:3 method="wB97M-V/def2-TZVPD" smiles="CCOCCCNC(=O)Cn1cnc2c(cnn2-c2ccc(C)c(C)c2)c1=O" relative_energy_kcal_mol=43.5 gap_ha=0.3218 lumo_energy_ev=0.33
C -4.4398 -3.4364 -0.9524
C -5.0857 -3.5812 0.4243
O -4.6913 -2.6163 1.3736
C -5.1738 -1.3052 1.1805
C -4.1457 -0.3787 0.5223
H -3.2237 -0.4180 1.1052
H -3.9189 -0.7223 -0.4883
C -4.6542 1.0619 0.4609
N -3.7102 1.9145 -0.2235
C -2.9539 2.8214 0.4106
O -3.0560 3.1315 1.5774
C -1.8944 3.4615 -0.5115
N -0.7836 2.5465 -0.6978
C 0.2970 2.6204 0.1163
N 1.3435 1.8721 0.0698
C 1.3213 0.9299 -0.9030
N 2.2600 0.0080 -1.2133
N 1.8494 -0.7469 -2.2490
C 0.6618 -0.3325 -2.6100
C 0.2512 0.7447 -1.7974
C -0.9130 1.5650 -1.7051
O -1.9378 1.4929 -2.3639
H 0.1395 -0.7944 -3.4229
C 3.5119 -0.2279 -0.6270
C 4.3283 -1.2173 -1.1613
C 5.5617 -1.4549 -0.5882
C 6.0042 -0.7284 0.5096
C 5.1771 0.2657 1.0433
C 3.9381 0.5083 0.4711
H 3.2955 1.2726 0.8770
C 5.6174 1.0692 2.2279
H 5.8114 0.4193 3.0804
H 4.8542 1.7900 2.5077
H 6.5390 1.6061 2.0061
C 7.3462 -1.0084 1.1112
H 7.9723 -0.1171 1.0853
H 7.8529 -1.8033 0.5703
H 7.2439 -1.3087 2.1536
H 6.1963 -2.2239 -1.0042
H 3.9852 -1.7820 -2.0124
H 0.2675 3.3865 0.8785
H -2.3304 3.6735 -1.4909
H -1.5338 4.3808 -0.0492
H -3.4627 1.6685 -1.1782
H -4.7868 1.4672 1.4664
H -5.6123 1.0990 -0.0681
H -5.4047 -0.9181 2.1798
H -6.1024 -1.3185 0.5942
H -6.1818 -3.5768 0.3191
H -4.7843 -4.5327 0.8707
H -4.6579 -4.3205 -1.5460
H -4.8258 -2.5673 -1.4797
H -3.3620 -3.3397 -0.8495

***

55
Properties=species:S:1:pos:R:3 method="wB97M-V/def2-TZVPD" relative_energy_kcal_mol=0.0 gap_ha="0.3052 / 0.2945" s_squared=8.759 multiplicity=6 lumo_energy_ev="-1.28 / -2.03"
Fe 0.4688 0.6788 0.6629
O 3.7694 2.4330 -0.5597
C 2.6699 1.9721 -0.3965
O 2.2243 1.3813 0.6836
C 1.6258 2.0817 -1.4992
C 1.9061 2.7135 -2.7202
C 0.9160 2.7738 -3.6567
C -0.3613 2.2285 -3.3860
C -1.4392 2.2882 -4.3017
C -2.6573 1.7768 -3.9649
C -2.8610 1.1855 -2.6967
C -1.8405 1.1016 -1.7963
C -0.5700 1.6175 -2.1336
N 0.4534 1.5479 -1.2318
H 2.8926 3.1261 -2.8702
H 1.0900 3.2499 -4.6141
H -1.2802 2.7556 -5.2654
H -3.4811 1.8326 -4.6633
H -3.8405 0.8098 -2.4340
H -2.0010 0.6780 -0.8121
C 1.5569 -4.0242 -0.1964
Si 1.8831 -2.2059 0.0922
C 3.0750 -1.9782 1.5090
C 2.6164 -1.5363 -1.4959
C 0.2742 -1.3169 0.4651
Si -0.7055 -1.6790 2.0301
C 0.0383 -0.6524 3.4199
C -0.6693 -3.4687 2.5628
C -2.4867 -1.2273 1.6960
H 2.4861 -4.5182 -0.4894
H 0.8366 -4.1654 -1.0060
H 1.1676 -4.5302 0.6895
H 4.0525 -2.3785 1.2296
H 2.7408 -2.5156 2.4009
H 3.2079 -0.9262 1.7699
H 3.4597 -2.1656 -1.7931
H 2.9904 -0.5166 -1.4130
H 1.8821 -1.5753 -2.3060
H -0.3694 -1.4657 -0.4166
H 1.0090 -1.0591 3.7156
H -0.6228 -0.6854 4.2885
H 0.1773 0.4145 3.2082
H 0.3207 -3.7925 2.8953
H -0.9906 -4.1291 1.7553
H -1.3624 -3.5922 3.3984
H -2.6325 -0.1904 1.3875
H -3.0828 -1.3747 2.5998
H -2.8964 -1.8804 0.9203
F -0.8956 1.8620 1.3417
Sb -2.3140 3.0709 2.1577
F -0.9041 3.7702 3.1665
F -2.5104 1.7078 3.4333
F -3.6519 4.1467 2.8693
F -3.4627 2.1157 1.0190
F -1.9019 4.2304 0.7512

***

24
Properties=species:S:1:pos:R:3 method="wB97M-V/def2-TZVPD" smiles=CN(C)CCCCN relative_energy_kcal_mol=40.2 gap_ha=0.3446 lumo_energy_ev=1.02
C -0.3258 -1.3264 0.0179
C 1.1501 -1.2055 -0.4741
C 1.1829 -0.4536 -1.8044
N 0.8669 -1.2897 -3.0159
C -1.1310 -0.0573 0.3405
N -0.4131 0.8045 1.3203
C -1.1330 1.0217 2.5752
C 0.1311 1.9867 0.6590
H -0.2221 -1.9815 0.8754
H -0.9097 -1.9060 -0.7227
H 1.5957 -2.1885 -0.6162
H 1.7402 -0.8307 0.3436
H 0.6775 0.5219 -1.7455
H 2.1730 -0.0457 -2.0574
H -0.0328 -0.9813 -3.3637
H 0.7846 -2.2314 -2.6481
H -1.2710 0.4773 -0.6325
H -2.0751 -0.2891 0.8403
H -0.4791 1.7730 3.0561
H -1.1384 0.1149 3.1673
H -2.1732 1.3674 2.6257
H -0.5645 2.4271 -0.0600
H 0.6174 2.7100 1.3054
H 0.9493 1.5823 0.0138

***

Number 1: largest force on an atom 0.1117 Eh/bohr. Number 2: largest force on an atom 0.0631 Eh/bohr. Number 3: largest force on an atom 0.1390 Eh/bohr. Number 4: largest force on an atom 0.0949 Eh/bohr. Number 5: largest force on an atom 0.0797 Eh/bohr. Number 6: largest force on an atom 0.0159 Eh/bohr. Number 7: largest force on an atom 0.0238 Eh/bohr. Number 8: largest force on an atom 0.0111 Eh/bohr. Number 9: largest force on an atom 0.0458 Eh/bohr.